1.
120
Properties=species:S:1:pos:R:3:lowdin_charge:R:1 method="wB97M-V/def2-TZVPD" multiplicity=1 largest_force_ha_per_bohr=0.0468 charge=0 energy_ha=-3057.5291 homo_lumo_gap_ha=0.36106
H -3.802 -2.977 4.432 0.042
H -2.819 -1.871 4.115 0.027
O -3.549 -2.092 4.707 -0.037
H -1.678 1.658 -5.058 0.042
H -1.672 1.995 -3.636 0.019
O -1.695 2.441 -4.493 -0.048
H 0.841 -1.582 2.751 0.031
H 0.737 -0.308 3.431 0.026
O 0.689 -0.648 2.515 -0.085
H 1.835 1.259 -4.752 0.000
H 1.236 1.119 -6.101 0.077
O 2.035 1.432 -5.659 -0.021
H 4.740 -4.277 0.180 0.034
H 4.058 -5.524 -0.147 0.052
O 4.217 -4.964 0.625 -0.056
H 1.226 -3.336 1.187 0.021
O 2.129 -2.995 1.247 -0.061
H 5.310 1.534 0.976 0.009
O 5.175 0.865 0.294 -0.066
H -3.979 -0.092 0.117 0.035
H -4.506 0.227 1.594 0.017
O -3.929 -0.307 1.049 -0.049
H 1.439 2.227 -2.622 -0.009
H 0.768 0.864 -2.737 -0.004
O 0.572 1.797 -2.671 -0.070
H -6.234 0.951 -0.788 0.023
H -6.225 -0.516 -0.407 0.054
O -6.116 0.363 -0.029 -0.062
H 0.072 -4.608 2.198 0.026
H -1.117 -3.993 1.284 0.005
O -0.423 -4.660 1.375 -0.047
H -3.671 0.311 -3.956 0.015
O -4.030 -0.307 -3.320 -0.067
H 1.936 0.693 -0.191 0.018
H 3.188 0.695 -1.122 0.012
O 2.291 1.076 -1.008 -0.079
H -3.162 -1.884 1.660 -0.002
H -3.221 -3.396 2.258 0.044
O -2.765 -2.761 1.708 -0.058
H -1.871 0.593 1.480 0.064
H -1.064 -0.721 1.506 0.017
O -1.078 0.161 1.139 -0.075
H -5.300 1.376 4.339 0.067
H -4.879 -0.058 4.421 0.043
O -4.732 0.737 3.888 -0.054
H 3.127 -1.883 4.174 0.067
H 2.503 -2.661 2.988 0.014
O 2.349 -2.388 3.916 -0.060
H -5.103 2.466 -2.644 0.070
H -4.866 2.841 -1.234 0.051
O -4.940 2.049 -1.789 -0.051
H -2.460 -2.779 -3.871 0.026
O -2.209 -1.970 -4.297 -0.040
H -0.054 2.598 -0.240 0.021
H 1.216 2.191 0.478 -0.003
O 0.388 2.672 0.614 -0.046
H 1.654 5.295 -2.839 0.046
O 1.161 4.921 -2.103 -0.055
H 3.105 -1.340 -3.145 0.006
H 2.301 -1.610 -1.965 0.010
O 3.241 -1.531 -2.204 -0.065
H -1.275 0.073 -0.583 0.002
H -0.923 0.828 -1.810 -0.014
O -1.714 0.489 -1.372 -0.067
H 6.356 -1.926 0.898 0.046
H 5.004 -1.746 1.435 0.024
O 5.670 -2.442 1.343 -0.049
H 3.887 3.051 -3.137 0.084
H 2.560 2.990 -3.988 0.047
O 2.927 3.124 -3.115 -0.029
H 4.334 1.602 2.799 0.015
H 5.135 2.838 2.484 0.054
O 5.243 1.949 2.845 -0.055
H -3.506 -3.830 -1.138 0.049
H -3.287 -2.318 -1.067 0.014
O -2.856 -3.153 -0.955 -0.031
H -2.629 4.072 -0.336 0.032
H -2.883 5.096 0.731 0.049
O -3.332 4.401 0.239 -0.047
H 1.550 2.290 2.684 0.032
H 1.375 3.638 3.420 0.042
O 1.878 2.822 3.468 -0.072
H -5.312 2.045 2.237 0.000
H -5.130 3.221 1.550 0.018
O -5.142 2.969 2.483 -0.058
H 4.817 -0.145 -2.436 0.051
H 3.782 0.952 -2.772 0.018
O 4.540 0.742 -2.227 -0.073
H 1.168 -1.488 0.473 0.018
O 0.714 -1.375 -0.378 -0.035
H 0.452 -4.603 -1.422 0.025
H -0.475 -4.118 -2.654 0.002
O 0.347 -4.487 -2.365 -0.032
H -1.392 -1.696 -4.677 0.002
H 2.589 -3.855 1.212 0.052
H 1.906 4.417 -1.756 0.027
H 5.237 1.027 -0.659 0.010
H -3.833 0.101 -2.471 -0.017
H -0.131 -1.836 -0.393 0.045
O 2.707 0.712 1.738 -0.073
H 3.427 0.397 1.178 0.018
H 2.141 0.003 2.110 0.009
O 0.474 -1.126 -3.430 -0.034
H 0.062 -1.516 -2.656 0.025
H 0.656 -1.880 -3.998 0.060
O 0.633 0.441 5.009 -0.031
H 0.037 0.734 5.703 0.057
H 1.254 1.177 4.987 0.040
O -0.200 -3.624 4.535 -0.068
H 0.652 -3.334 4.930 0.037
H -0.340 -2.670 4.370 0.021
O 3.931 -0.215 -4.738 -0.052
H 4.456 -0.862 -5.217 0.065
H 3.346 0.197 -5.407 0.023
O -1.593 5.023 -3.048 -0.064
H -1.395 4.295 -3.637 -0.016
H -0.840 5.181 -2.464 -0.003
O -2.986 0.977 6.140 -0.052
H -2.697 0.057 6.111 0.020
H -3.763 0.950 5.579 -0.021



2.
19
Properties=species:S:1:pos:R:3:lowdin_charge:R:1 method="wB97M-V/def2-TZVPD" multiplicity=1 largest_force_ha_per_bohr=0.1143 charge=-1 energy_ha=-1065.4122 homo_lumo_gap_ha=0.25233
C -1.727 -0.916 0.147 0.002
C -1.400 -0.323 -1.134 -0.630
C -1.058 -1.111 1.340 -0.502
C 0.545 0.792 0.906 -0.310
C 1.423 -1.290 1.730 -0.024
C -0.011 1.274 -2.349 -0.306
N -0.600 0.767 -1.129 -0.022
N 0.369 -0.371 1.328 -0.094
O -1.956 -0.644 -2.168 -0.031
O -1.285 -1.634 2.354 0.053
O 1.726 3.044 1.425 -0.625
F 1.320 0.843 -2.421 -0.088
S 0.971 2.272 0.412 0.928
H -2.691 -1.548 0.059 0.129
H 2.274 -0.579 1.994 0.109
H 1.014 -2.041 2.328 0.054
H 1.937 -1.758 0.753 0.133
H -0.234 2.412 -2.399 0.115
H -0.617 0.810 -3.176 0.108



3.
145
Properties=species:S:1:pos:R:3:lowdin_charge:R:1 method="wB97M-V/def2-TZVPD" multiplicity=1 largest_force_ha_per_bohr=0.1038 charge=+3 energy_ha=-8184.6359 homo_lumo_gap_ha=0.17550
C -0.860 3.719 -4.429 -0.027
C -0.845 3.765 -5.921 -0.324
C -1.345 2.514 -6.548 -0.196
O -1.337 2.569 -7.941 -0.148
C -0.063 2.464 -8.550 -0.068
N -1.661 4.988 -6.404 0.252
H -1.430 5.221 -7.359 0.167
H -2.647 4.773 -6.442 0.174
H -1.485 5.836 -5.885 0.167
H -0.153 2.953 -4.111 0.094
H -1.831 3.378 -4.071 0.110
H -0.640 4.655 -3.916 0.077
H 0.084 4.113 -6.371 0.143
H -2.404 2.513 -6.292 0.154
H -0.820 1.666 -6.108 0.152
H 0.535 3.329 -8.266 0.081
H -0.201 2.357 -9.626 0.111
H 0.513 1.590 -8.246 0.079
C 4.691 0.098 -8.471 -0.007
C 4.042 -1.079 -7.632 -0.258
C 3.132 -0.605 -6.466 -0.205
O 2.518 -1.705 -5.794 -0.188
C 2.276 -1.429 -4.337 -0.017
N 3.414 -2.157 -8.534 0.253
H 4.080 -2.323 -9.275 0.168
H 3.273 -3.050 -8.082 0.170
H 2.495 -1.902 -8.864 0.171
H 5.052 0.865 -7.785 0.092
H 3.816 0.525 -8.962 0.079
H 5.522 -0.246 -9.087 0.094
H 4.867 -1.608 -7.153 0.153
H 2.341 0.078 -6.776 0.108
H 3.632 -0.004 -5.706 0.129
H 1.551 -2.126 -3.916 0.085
H 1.955 -0.420 -4.080 0.065
H 3.131 -1.759 -3.746 0.105
C -3.094 -6.816 -1.389 -0.020
C -3.264 -5.549 -0.459 -0.219
C -2.324 -5.432 0.781 -0.169
O -2.567 -4.145 1.275 -0.212
C -2.409 -3.982 2.708 -0.079
N -3.191 -4.313 -1.385 0.221
H -3.812 -4.363 -2.180 0.163
H -3.384 -3.518 -0.792 0.082
H -2.278 -4.054 -1.732 0.094
H -3.616 -6.799 -2.345 0.076
H -3.493 -7.624 -0.776 0.084
H -2.056 -6.948 -1.694 0.077
H -4.265 -5.411 -0.050 0.148
H -1.251 -5.499 0.602 0.134
H -2.489 -6.197 1.540 0.135
H -1.417 -4.077 3.149 0.079
H -3.001 -4.736 3.225 0.095
H -2.743 -3.028 3.115 0.062
C -1.185 1.602 4.862 -0.024
C -2.545 1.602 5.488 -0.282
C -3.678 0.809 4.751 -0.156
O -5.033 0.936 5.280 -0.182
C -6.028 0.059 4.700 -0.052
N -2.582 1.202 6.970 0.239
H -3.526 0.899 7.165 0.156
H -2.021 0.373 7.107 0.105
H -2.345 1.928 7.631 0.169
H -0.648 0.754 5.285 0.073
H -0.651 2.537 5.033 0.087
H -1.306 1.486 3.785 0.069
H -2.983 2.592 5.612 0.150
H -3.445 -0.243 4.585 0.124
H -3.539 1.215 3.749 0.119
H -5.960 -1.008 4.911 0.097
H -6.065 0.240 3.626 0.067
H -6.934 0.360 5.226 0.096
C 3.676 5.318 -0.429 -0.018
C 2.286 5.049 -1.054 -0.257
C 1.131 4.819 -0.076 -0.180
O 0.004 4.541 -0.877 -0.223
C -1.259 4.582 -0.204 -0.054
N 2.014 6.295 -1.947 0.227
H 1.917 7.116 -1.366 0.164
H 2.767 6.592 -2.552 0.166
H 1.156 6.290 -2.480 0.148
H 4.484 5.467 -1.146 0.095
H 3.911 4.555 0.313 0.106
H 3.703 6.262 0.115 0.092
H 2.353 4.248 -1.790 0.149
H 1.052 5.730 0.516 0.141
H 1.346 3.944 0.539 0.146
H -1.325 5.555 0.283 0.092
H -1.384 3.817 0.562 0.087
H -2.087 4.512 -0.908 0.096
C 2.694 -0.191 4.200 -0.014
C 2.556 -0.238 5.720 -0.247
C 3.363 -1.298 6.499 -0.177
O 4.713 -1.189 6.055 -0.193
C 5.516 -2.208 6.606 -0.079
N 3.185 1.085 6.217 0.217
H 2.711 1.845 5.749 0.148
H 2.991 1.321 7.179 0.166
H 4.184 1.061 6.071 0.160
H 3.675 -0.494 3.834 0.094
H 2.400 0.785 3.814 0.085
H 2.007 -0.890 3.723 0.082
H 1.532 -0.183 6.090 0.133
H 2.978 -2.259 6.157 0.136
H 3.189 -1.304 7.575 0.141
H 6.541 -2.051 6.271 0.100
H 5.120 -3.183 6.324 0.105
H 5.674 -2.124 7.681 0.096
C -0.996 -1.014 1.733 0.043
C -0.649 0.197 0.851 -0.308
O -0.493 1.320 1.261 0.096
N 0.069 -0.180 -0.498 0.116
H 1.003 -0.529 -0.340 0.102
H -0.464 -0.976 -0.818 0.098
C 0.197 0.977 -1.550 0.042
H -0.073 -1.594 1.719 0.099
H -1.817 -1.611 1.337 0.063
H -1.126 -0.677 2.761 0.078
H 0.789 1.744 -1.051 0.072
H -0.836 1.325 -1.577 0.088
H 0.578 0.624 -2.508 0.073
As -1.063 -3.108 6.577 0.957
F -0.563 -4.609 5.798 -0.263
F -2.707 -3.303 5.740 -0.301
F -1.524 -1.482 7.203 -0.312
F 0.552 -2.869 7.439 -0.313
F -0.338 -2.294 5.156 -0.316
F -1.701 -4.013 8.007 -0.265
As -4.849 -0.581 0.584 0.909
F -5.724 -0.343 -0.975 -0.288
F -6.080 -1.815 1.047 -0.272
F -3.982 -0.858 2.072 -0.255
F -3.616 0.634 0.181 -0.292
F -5.864 0.717 1.295 -0.280
F -3.849 -1.865 -0.273 -0.305
O 1.384 -4.093 -1.161 0.127
C 0.222 -3.845 -1.737 -0.877
O -0.225 -2.701 -1.688 -0.057
O -0.472 -4.756 -2.225 -0.028
H 1.591 -3.260 -0.730 0.085
O 2.772 -1.972 1.317 0.065
C 3.632 -1.183 0.674 -0.879
O 4.827 -1.141 1.047 -0.033
O 3.243 -0.424 -0.251 -0.086
H 3.307 -2.018 2.112 0.084



4.
71
Properties=species:S:1:pos:R:3:lowdin_charge:R:1 method="wB97M-V/def2-TZVPD" multiplicity=1 largest_force_ha_per_bohr=0.1953 charge=0 energy_ha=-1905.9330 homo_lumo_gap_ha=0.38011
C 2.336 -2.578 6.390 -0.145
C 0.698 -2.622 6.453 -0.146
C -0.061 -1.375 5.707 -0.262
O -0.488 -1.594 4.435 -0.046
O -0.372 -0.059 6.287 -0.128
C 0.275 1.033 5.492 -0.184
C 1.915 0.791 5.703 -0.291
Si 2.959 2.401 5.536 0.539
O 3.096 2.747 3.807 -0.460
Si 4.336 1.637 3.141 0.568
O 3.570 0.615 1.924 -0.326
C 4.395 0.487 0.712 -0.232
C 3.360 0.095 -0.541 -0.329
C 2.140 1.191 -0.558 -0.084
O 4.079 0.051 -1.854 -0.111
H 2.818 -1.620 6.900 0.072
H 2.725 -3.497 7.045 0.089
H 2.786 -2.765 5.307 0.098
H 0.356 -2.605 7.594 0.132
H 0.365 -3.625 5.903 0.137
H -0.014 1.011 4.357 0.131
H -0.056 2.066 5.932 0.129
H 2.310 -0.036 4.970 0.086
H 2.024 0.410 6.817 0.092
H 2.418 3.510 6.323 -0.036
H 4.316 2.066 6.032 -0.041
H 5.397 2.498 2.629 -0.010
H 4.805 0.752 4.236 -0.023
H 5.017 1.452 0.448 0.116
H 5.127 -0.433 0.824 0.136
H 2.929 -0.977 -0.352 0.158
H 1.375 0.846 -1.406 0.061
H 1.509 1.245 0.431 0.083
H 2.582 2.244 -0.846 0.093
H 4.364 0.983 -2.090 0.101
C -2.414 2.798 -0.947 -0.122
C -3.106 1.619 -0.269 -0.272
C -2.121 0.569 0.249 -0.180
C -1.314 0.007 -0.910 -0.132
N -0.644 -0.459 -1.871 0.128
H -1.855 2.483 -1.834 0.059
H -3.154 3.535 -1.275 0.059
H -1.720 3.294 -0.259 0.077
H -3.801 1.159 -0.982 0.108
H -3.705 1.993 0.569 0.111
H -2.665 -0.246 0.737 0.116
H -1.439 1.011 0.983 0.112
C -0.638 -4.529 -4.428 -0.115
C -1.151 -3.114 -4.182 -0.283
C -2.644 -3.071 -3.850 -0.201
C -3.444 -3.641 -5.010 -0.168
N -4.108 -4.114 -5.972 0.097
H -1.125 -4.991 -5.292 0.068
H 0.437 -4.513 -4.632 0.074
H -0.809 -5.166 -3.552 0.078
H -0.950 -2.504 -5.071 0.110
H -0.587 -2.670 -3.354 0.081
H -2.959 -2.038 -3.670 0.071
H -2.854 -3.653 -2.947 0.118
C -2.977 0.442 -4.805 -0.113
C -3.418 1.191 -6.058 -0.266
C -2.740 2.555 -6.206 -0.192
C -3.086 3.433 -5.015 -0.152
N -3.374 4.162 -4.027 0.112
H -3.246 0.985 -3.893 0.064
H -3.464 -0.536 -4.755 0.051
H -1.892 0.283 -4.804 0.081
H -4.507 1.319 -6.029 0.115
H -3.189 0.580 -6.937 0.113
H -3.078 3.045 -7.125 0.113
H -1.652 2.439 -6.264 0.117



5.
17
Properties=species:S:1:pos:R:3:lowdin_charge:R:1 method="wB97M-V/def2-TZVPD" smiles="C[C@@H]1[C@@H]2C=CC[C@H]12" multiplicity=1 largest_force_ha_per_bohr=0.0611 charge=0 energy_ha=-272.6182 homo_lumo_gap_ha=0.35206
C -1.985 0.472 0.163 -0.065
C -1.065 -0.687 -0.157 -0.254
C 0.174 -1.034 0.630 -0.211
C 0.843 0.123 1.293 -0.077
C 1.393 0.970 0.408 -0.105
C 1.311 0.443 -0.998 -0.154
C 0.302 -0.709 -0.859 -0.182
H -2.620 0.713 -0.697 0.073
H -2.659 0.203 0.990 0.078
H -1.437 1.370 0.459 0.069
H -1.640 -1.581 -0.422 0.131
H 0.270 -2.032 1.064 0.133
H 0.810 0.269 2.372 0.106
H 1.865 1.909 0.670 0.097
H 1.578 0.979 -1.901 0.075
H 2.447 0.092 -1.431 0.165
H 0.414 -1.500 -1.586 0.122



6.
11
Properties=species:S:1:pos:R:3:lowdin_charge:R:1 method="wB97M-V/def2-TZVPD" multiplicity=1 largest_force_ha_per_bohr=0.1301 charge=0 energy_ha=-1059.5407 homo_lumo_gap_ha=0.32174
C 1.597 -0.301 -0.115 -1.187
C -2.474 -0.829 -0.182 -0.194
H 0.175 1.399 1.094 0.266
H 2.616 1.487 -0.428 0.160
H -2.393 -1.765 0.614 0.095
H -3.428 -0.276 -0.454 0.081
N 1.762 1.035 0.003 -0.171
N -1.354 -0.199 -0.517 -0.318
O 0.583 1.903 -0.018 -0.156
S 2.912 -1.244 -0.186 0.599
S 0.004 -1.210 0.187 0.826



7.
45
Properties=species:S:1:pos:R:3:lowdin_charge:R:1 method="wB97M-V/def2-TZVPD" multiplicity=1 largest_force_ha_per_bohr=0.0702 charge=+2 energy_ha=-4671.7083 homo_lumo_gap_ha=0.24244
Ti 0.016 -0.358 -0.790 0.646
S 2.412 -0.719 -0.631 0.226
S 3.389 0.418 -1.998 0.124
S 2.498 2.207 -1.514 0.083
S 0.566 1.681 -1.993 0.274
N 1.848 2.982 3.258 0.232
C 1.626 2.142 2.016 -0.259
C 0.364 2.626 1.292 -0.097
C -0.937 1.825 1.499 -0.295
N -1.260 1.064 0.266 -0.046
C -0.836 0.863 2.680 -0.081
C 0.341 -0.092 2.510 -0.295
N 0.125 -0.925 1.305 -0.033
C 1.683 0.656 2.394 -0.091
H 1.917 3.979 3.008 0.186
H 2.733 2.721 3.717 0.186
H 1.085 2.870 3.937 0.175
H 2.476 2.356 1.361 0.124
H 0.575 2.624 0.219 0.009
H 0.192 3.665 1.566 0.134
H -1.760 2.529 1.692 0.164
H -1.476 1.740 -0.477 0.087
H -2.135 0.549 0.424 0.135
H -1.765 0.296 2.772 0.136
H -0.725 1.426 3.608 0.135
H 0.383 -0.751 3.386 0.164
H -0.752 -1.449 1.415 0.137
H 0.857 -1.644 1.268 0.099
H 2.278 0.138 1.633 0.040
H 2.225 0.558 3.334 0.133
F -2.012 -3.568 -1.276 0.120
C -1.096 -4.305 -1.934 -0.646
F -0.772 -5.331 -1.182 0.207
F -1.604 -4.701 -3.077 0.199
S 0.303 -3.068 -2.178 0.692
O 0.106 -2.263 -0.943 -0.500
O 1.570 -3.664 -2.279 -0.170
N -0.122 -2.217 -3.413 -0.232
S -0.951 -0.904 -3.467 0.672
O -1.343 -0.499 -2.080 -0.437
O -0.325 0.135 -4.185 -0.251
C -2.622 -1.325 -4.198 -0.659
F -3.111 -2.298 -3.434 0.157
F -2.572 -1.714 -5.445 0.225
F -3.390 -0.257 -4.065 0.189



8.
14
Properties=species:S:1:pos:R:3:lowdin_charge:R:1 method="wB97M-V/def2-TZVPD" smiles="C/N=C(/NO)NS" multiplicity=1 largest_force_ha_per_bohr=0.0558 charge=0 energy_ha=-718.0106 homo_lumo_gap_ha=0.35645
C 1.400 -2.219 -0.973 -0.128
N 0.219 -1.839 -0.169 0.031
C -0.083 -0.629 -0.016 -0.568
N -1.105 -0.390 0.904 -0.051
O -2.163 0.361 0.352 -0.067
N 0.415 0.493 -0.635 -0.301
S 0.558 1.972 0.233 0.775
H 1.273 -2.026 -2.008 0.050
H 1.591 -3.325 -0.863 0.082
H 2.291 -1.619 -0.583 0.093
H -1.531 -1.265 1.219 0.133
H -2.030 1.242 0.703 0.047
H 1.164 0.297 -1.195 0.023
H 1.011 1.501 1.420 -0.119